C4H8O3 in the gas phase at a distorted geometry. Source: the Open Molecules 2025 dataset; level of theory: ωB97M-V/def2-TZVPD.

Geometry as XYZ:
```
15
Properties=species:S:1:pos:R:3:mulliken_charge:R:1
H 0.087 -2.170 -1.032 0.365
H -1.548 1.011 -0.123 0.449
H 0.561 -1.096 -2.361 0.343
O -2.185 -0.040 1.503 -0.467
H 0.040 1.889 1.941 0.360
C 0.833 -0.113 -0.489 0.258
H 0.890 1.612 0.314 0.477
O 0.681 1.226 1.591 -0.662
H 0.190 -1.116 1.352 0.373
C 0.067 -0.177 0.791 -0.029
H 1.851 -0.541 -0.389 0.279
H -1.004 -0.874 -1.571 0.357
O 0.842 1.235 -0.809 -0.694
C 0.052 -1.126 -1.403 -1.245
C -1.358 0.281 0.685 -0.164
```

Properties
energy relative to the best compared isomer or geometry (same formula, charge and spin)	341.9	kJ/mol
calculated total energy	-382.8346	a.u.
max |F|	3.07	eV/A